Record 1
DFT (the ωB97M-V functional and the def2-TZVPD basis) results for a structure of composition C15H20Cl3CsGeN7P.

```
48
Properties=species:S:1:pos:R:3:forces:R:3:lowdin_charge:R:1
Cs -2.7357 2.0034 1.2519 0.0 -0.1 -0.4 0.7927
C 0.3975 -3.4351 -0.7940 0.0 0.0 0.0 -0.0326
N -0.4887 -2.6264 0.0333 0.1 0.2 -0.1 -0.1421
C -1.2032 -3.0848 1.0984 0.0 0.0 0.0 -0.0587
C -1.9239 -2.0173 1.5561 -0.1 0.1 0.0 -0.1390
N -1.6716 -0.9158 0.7911 0.3 0.1 -0.1 0.0019
C -0.7900 -1.2916 -0.1223 -0.1 -0.4 0.1 -0.4783
P 0.0174 -0.3558 -1.4621 -0.1 0.0 0.1 1.1613
C -1.4034 0.3921 -2.2965 -0.2 0.1 -0.2 -0.4740
N -2.3570 1.1255 -1.7554 -0.1 0.1 0.1 -0.0081
C -3.2102 1.4509 -2.7671 0.0 0.0 0.0 -0.1353
C -2.7714 0.9089 -3.9432 0.1 -0.1 0.0 -0.0518
N -1.6228 0.2379 -3.6406 0.2 -0.1 0.0 -0.1309
C -0.8019 -0.5054 -4.5887 0.0 0.0 0.0 -0.0260
C 0.7564 1.0616 -0.5872 0.4 0.1 0.0 -0.4643
N 0.2301 1.9384 0.2526 0.0 -0.2 -0.1 0.0022
C 1.2354 2.7960 0.5915 -0.1 0.1 0.1 -0.1387
C 2.3910 2.4433 -0.0461 0.0 0.0 0.0 -0.0739
N 2.0900 1.3409 -0.7876 -0.1 -0.1 -0.1 -0.1353
C 3.0176 0.6559 -1.6791 0.0 0.0 0.0 -0.0323
H 0.4979 -4.4194 -0.3448 0.0 0.0 0.0 0.0946
H 1.3843 -2.9822 -0.8645 0.0 0.0 0.0 0.0748
H -0.0006 -3.5517 -1.7999 -0.1 0.0 0.0 0.0890
H -1.1519 -4.1104 1.4236 0.0 0.0 0.0 0.1255
H -2.6137 -1.9823 2.3852 0.0 0.0 0.0 0.1062
H -4.0894 2.0532 -2.6048 0.0 0.0 0.0 0.1036
H -3.1646 0.9389 -4.9451 0.0 0.0 0.0 0.1247
H -1.2465 -0.4230 -5.5760 0.0 0.0 0.0 0.0938
H -0.7482 -1.5576 -4.3172 0.0 0.0 0.0 0.0849
H 0.2085 -0.1041 -4.6260 0.0 0.1 0.0 0.0847
H 1.0800 3.6173 1.2736 0.0 0.0 0.0 0.1049
H 3.3766 2.8772 -0.0384 0.0 0.0 0.0 0.1275
H 4.0305 0.9728 -1.4458 0.0 0.0 0.0 0.0946
H 2.8096 0.8956 -2.7211 0.0 0.0 0.0 0.0928
H 2.9494 -0.4211 -1.5520 0.0 0.0 0.0 0.0685
C 2.8982 -0.1753 2.6225 -0.1 0.1 0.0 -0.0639
C 1.5284 -0.8653 2.5624 0.2 0.0 0.0 -0.1905
C 0.4647 0.0181 3.0263 0.1 0.0 0.0 -0.1748
N -0.3366 0.7469 3.4015 -0.1 -0.1 -0.1 0.0787
H 3.6713 -0.8476 2.2556 0.0 0.0 0.0 0.0827
H 3.1450 0.1038 3.6460 0.0 0.0 0.0 0.0877
H 2.8981 0.7288 2.0130 0.0 0.0 0.0 0.0584
H 1.5161 -1.7649 3.1780 -0.1 0.0 0.0 0.1280
H 1.2899 -1.1607 1.5407 -0.1 0.0 0.0 0.0926
Cl -2.2500 2.6314 7.0999 0.0 -0.1 -0.5 0.0643
Ge -1.9549 1.9190 5.0374 0.1 0.1 0.8 -0.0781
Cl -3.8596 1.0122 4.3774 0.3 0.3 0.0 0.0034
Cl -1.4881 3.7281 3.8874 -0.2 -0.1 0.2 0.0049
```
Positions in Å, forces in eV/Å.

Output
frontier orbital gap (spin up / spin down) = 8.8 / 7.0 eV
E_HOMO (spin up / spin down) = -0.40111 / -0.41914 Eh
E_tot = -4785.81894 Eh
2S+1 = 2
total charge = +1
expectation value of S² = 0.75
E_LUMO (spin up / spin down) = -2.068 / -4.362 eV

Record 2
DFT (the ωB97M-V functional and the def2-TZVPD basis) results for the molecule C15H20ClNO3S.

```
41
Properties=species:S:1:pos:R:3:forces:R:3:lowdin_charge:R:1
C -2.7442 -2.7126 -0.8308 0.1 -0.1 -0.1 -0.0921
C -3.7591 -1.6135 -0.6144 0.4 0.4 0.5 -0.4506
C -4.9433 -2.0323 0.2325 -0.1 0.2 0.1 -0.0893
H -5.5858 -1.1743 0.4145 -0.2 0.0 0.0 0.0784
H -4.5870 -2.4029 1.1910 0.0 -0.1 0.1 0.0869
H -5.5197 -2.8134 -0.2597 0.0 0.0 -0.1 0.0868
H -4.0790 -1.1627 -1.5527 0.0 0.1 -0.1 0.1242
S -2.9211 -0.2722 0.2996 -0.1 -0.1 -0.8 0.6698
O -3.8405 0.8218 0.4535 -0.1 0.1 -0.2 -0.2838
O -2.3219 -0.8199 1.4815 0.3 -0.2 0.1 -0.2755
N -1.6862 0.1379 -0.7785 -0.8 -0.4 0.7 -0.2323
C -0.3520 0.1792 -0.2225 0.3 -0.2 0.5 -0.1680
H -0.2749 -0.6679 0.4581 0.3 0.0 -0.1 0.1179
C -0.0995 1.4926 0.5237 0.0 0.1 0.0 -0.2108
C 1.2927 1.6287 1.1124 -0.4 -0.2 -0.2 -0.3308
O 1.5119 2.2949 2.0908 0.1 0.1 0.1 0.1409
C 2.3900 0.9397 0.3589 0.5 0.0 0.1 -0.1611
C 3.1478 1.6438 -0.5692 -0.1 0.0 0.1 -0.0229
C 4.1672 1.0069 -1.2562 0.0 0.0 0.0 -0.0653
C 4.4455 -0.3281 -1.0220 0.0 -0.1 0.0 -0.1039
C 3.6952 -1.0185 -0.0827 -0.1 0.2 0.0 -0.6608
C 2.6703 -0.3971 0.6115 0.0 0.1 -0.1 -0.0560
H 2.1038 -0.9432 1.3492 0.0 -0.1 0.1 0.1223
Cl 4.0373 -2.6830 0.2271 0.1 -0.2 0.0 0.6823
H 5.2391 -0.8290 -1.5532 0.1 -0.1 0.0 0.1047
H 4.7542 1.5554 -1.9771 0.1 0.0 -0.1 0.1080
H 2.9447 2.6895 -0.7436 0.0 0.1 0.0 0.1190
C -0.3288 2.6664 -0.4445 -0.2 0.0 0.2 -0.1361
C -1.7487 2.5983 -0.9989 0.1 -0.1 -0.2 -0.1628
H -1.9088 3.3956 -1.7262 0.0 0.0 0.0 0.1174
C -1.9883 1.2432 -1.6640 -0.4 0.5 -0.2 -0.1984
H -3.0349 1.1482 -1.9538 0.1 0.1 -0.2 0.1155
H -1.3596 1.1364 -2.5553 -0.1 0.0 0.0 0.1311
H -2.4701 2.7130 -0.1892 0.0 0.1 0.0 0.1072
H -0.1722 3.6111 0.0789 0.1 0.0 0.0 0.1270
H 0.3909 2.6008 -1.2657 0.1 0.1 0.0 0.1190
H -0.8234 1.5719 1.3422 0.1 0.0 0.0 0.1581
H 0.3622 0.0548 -1.0438 -0.1 0.0 0.0 0.1402
H -2.3489 -3.0248 0.1329 0.0 -0.1 0.1 0.0835
H -3.2007 -3.5707 -1.3203 -0.1 0.0 0.0 0.0862
H -1.9216 -2.3505 -1.4421 0.1 -0.1 -0.1 0.0739
```
Positions in Å, forces in eV/Å.

Output
frontier orbital gap = 10.0 eV
E_HOMO = -0.34786 Eh
E_tot = -1722.43771 Eh
total charge = 0
structure (SMILES) = CC(C)S(=O)(=O)N1CCC[C@H](C(=O)c2cccc(Cl)c2)C1
E_LUMO = 0.583 eV

Record 3
DFT (the ωB97M-V functional and the def2-TZVPD basis) results for a cluster of 3 separate species, C15H20F16N2O4 in total.

```
57
Properties=species:S:1:pos:R:3:forces:R:3:lowdin_charge:R:1
N -1.2898 1.8849 -0.8563 0.1 0.1 0.5 0.0139
C -2.4917 1.4357 -0.1378 0.7 0.1 -0.6 -0.2810
C -2.2520 0.1227 0.5543 0.0 0.7 0.5 -0.1991
C -1.3045 0.2184 1.7566 0.3 -0.4 -0.4 -0.1739
C 0.0694 -0.4152 1.5281 -0.2 0.2 0.7 -0.1934
N 1.1595 0.1131 2.3696 -0.2 0.1 -0.7 0.0561
C 1.9297 1.1831 1.8792 2.0 0.3 0.8 -0.5321
O 3.0895 1.3736 2.2235 -2.3 -0.2 -0.6 0.1063
O 1.2788 2.0840 1.0772 0.4 -0.1 -0.1 0.0660
H -1.5417 2.4501 -1.6514 0.2 0.1 -0.1 0.0632
H -0.7605 1.0891 -1.1763 -0.1 -0.2 -0.4 0.0532
H -3.3118 1.3493 -0.8370 -0.5 -0.1 -0.1 0.1034
H -2.7450 2.1670 0.6115 -0.2 0.5 0.2 0.1055
H -3.2138 -0.2038 0.9068 -0.4 -0.5 0.1 0.1055
H -1.8890 -0.5785 -0.1796 0.1 -0.6 -0.2 0.1066
H -1.7656 -0.3313 2.5596 -0.1 -0.1 0.6 0.0909
H -1.1429 1.2303 2.0909 -0.2 0.6 -0.1 0.1084
H -0.0181 -1.4484 1.8159 0.1 -0.6 -0.1 0.0932
H 0.3289 -0.4113 0.4817 0.4 0.2 -0.4 0.1090
H 0.7820 0.3806 3.2680 0.3 -0.2 0.4 0.1365
H 1.1346 1.7594 0.1826 -0.4 0.0 -0.1 0.0944
C 2.8108 4.1294 -3.3509 0.5 -0.3 -0.3 -0.0443
C 1.4239 4.7935 -3.4146 0.0 -0.2 0.5 -0.4405
C 1.3461 6.3230 -3.4093 -0.1 0.1 -0.1 -0.3094
F 1.8258 6.8456 -2.2670 0.1 -0.1 0.1 0.1043
F 0.0458 6.6848 -3.5230 0.0 0.0 0.0 0.0945
F 0.6217 4.2811 -2.4575 0.0 0.1 0.0 0.1282
F 0.8965 4.4264 -4.6196 0.0 0.0 -0.2 0.0960
O 3.2633 3.6109 -2.1126 -0.5 0.4 0.3 0.0425
C 4.0027 4.3444 -1.2068 0.1 -0.1 -0.4 -0.5310
C 3.2796 4.4744 0.1339 -0.1 -0.1 0.4 -0.2882
F 2.0951 5.0987 -0.0227 0.0 0.1 -0.2 0.1027
F 4.0420 5.2169 0.9722 0.0 0.0 -0.1 0.1006
F 4.3828 5.5402 -1.7017 -0.2 0.0 0.0 0.1495
F 5.1288 3.6408 -0.9675 0.1 0.0 0.0 0.1483
H 2.6989 3.2381 -3.9656 0.0 0.0 0.0 0.1458
H 3.5720 4.7376 -3.8390 -0.1 0.2 0.1 0.1463
H 1.8982 6.7366 -4.2583 0.0 0.0 0.0 0.1722
H 3.1099 3.4895 0.5716 0.1 0.0 0.0 0.1422
C -0.9854 -6.8403 0.9528 0.6 -0.2 0.1 -0.0361
C -2.3382 -7.0315 0.2428 -0.1 0.1 0.5 -0.4435
C -2.7161 -6.0599 -0.8797 -0.1 0.0 -0.2 -0.3083
F -2.8413 -4.7962 -0.4271 0.1 0.0 0.2 0.0958
F -3.9096 -6.4382 -1.3911 0.0 0.0 0.0 0.0988
F -3.3326 -7.0989 1.1516 0.0 0.1 0.0 0.1380
F -2.2629 -8.2480 -0.3677 0.1 -0.1 -0.1 0.1027
O -0.9641 -6.2069 2.2235 -0.6 0.3 -0.2 0.0501
C -0.8202 -4.8523 2.3887 0.3 -0.4 -0.1 -0.5438
C -2.0238 -4.2396 3.1096 -0.2 0.1 0.2 -0.2803
F -3.1602 -4.4407 2.4183 0.0 0.0 -0.2 0.1065
F -1.8243 -2.9032 3.2187 0.0 0.0 0.0 0.0897
F -0.5480 -4.2064 1.2372 -0.2 -0.1 0.0 0.1473
F 0.2371 -4.6603 3.2065 0.1 0.1 0.0 0.1465
H -0.6628 -7.8546 1.1788 0.0 0.0 0.0 0.1484
H -0.2326 -6.4273 0.2820 -0.1 0.2 -0.1 0.1469
H -1.9695 -6.0872 -1.6785 0.0 0.0 0.0 0.1723
H -2.1353 -4.6734 4.1050 0.1 0.0 0.0 0.1769
```
Positions in Å, forces in eV/Å.

Output
frontier orbital gap = 9.8 eV
E_HOMO = -0.34668 Eh
E_tot = -2591.89537 Eh
total charge = 0
structure (SMILES) = FC(F)C(F)(F)COC(F)(F)C(F)F.FC(F)C(F)(F)COC(F)(F)C(F)F.NCCCCNC(=O)O
E_LUMO = 0.411 eV

Record 4
DFT (the ωB97M-V functional and the def2-TZVPD basis) results for a cluster of 2 separate species, C15H20FN4OS in total.

```
42
Properties=species:S:1:pos:R:3:forces:R:3:lowdin_charge:R:1
C -0.6249 -3.5439 3.8797 0.9 0.2 -1.3 -0.1594
C -1.5395 -4.1022 2.6799 -0.4 0.4 1.7 -0.5245
S -0.6801 -4.2551 1.0384 0.4 0.0 0.3 0.8090
C 0.9380 -3.3480 1.0257 1.0 1.0 -0.2 -0.4597
C 0.9404 -1.9846 0.1822 -0.4 2.8 -1.6 -0.1261
C 2.1450 -1.7782 -0.8303 -2.5 3.5 -0.4 -0.0212
C 2.2141 -0.4705 -1.6567 -1.8 -1.7 2.2 -0.0561
C 1.1419 0.6981 -1.5523 0.9 -2.2 0.8 -0.1877
N 1.3808 1.8673 -2.3612 -5.1 0.3 3.4 0.0640
C 0.3471 2.8180 -2.1001 0.6 -1.5 0.3 -0.0154
C -0.8751 2.6301 -1.1448 0.9 -1.5 0.6 -0.1514
C -1.9292 3.8501 -1.0111 0.5 -0.3 -0.3 -0.1446
C -2.0707 4.4099 0.4863 0.0 -0.1 0.9 -0.1746
C -0.6609 4.6386 1.2320 -0.7 0.2 0.0 -0.1525
F 0.2361 5.3744 0.3370 -1.2 -1.3 1.3 -0.1247
N -1.0769 1.4518 -0.3662 3.5 1.8 -3.3 0.1472
C -0.0298 0.4823 -0.5644 0.1 -0.6 0.0 -0.0812
C -0.1275 -0.8614 0.2730 3.5 -1.3 -1.5 -0.0809
O -1.2383 -1.1056 1.1768 2.2 3.1 1.9 -0.0485
C -1.1740 -0.1856 2.2798 -3.0 2.8 0.1 -0.2131
N -1.5099 0.7270 3.0122 2.3 -5.0 -3.5 0.1675
H -0.4038 -2.4307 3.6473 -0.5 -1.7 0.7 0.0594
H 0.4047 -4.0717 3.7956 -1.7 0.7 0.5 0.0768
H -1.0790 -3.6806 4.9257 0.6 0.2 -1.8 0.0922
H -1.9115 -5.1554 2.9858 0.6 1.7 -0.9 0.0875
H -2.4239 -3.3883 2.5327 1.2 -1.2 0.2 0.0719
H 1.3703 -3.1075 2.0594 -0.9 -0.4 -1.3 0.0928
H 1.7063 -4.0578 0.5237 -1.4 1.2 0.8 0.0835
H 2.9509 -2.6022 -0.9148 -1.5 1.6 0.2 0.1055
H 3.0941 -0.3274 -2.3702 -1.2 0.1 1.3 0.0773
H 0.4250 3.8294 -2.6548 -0.1 -1.9 1.0 0.1297
H -2.9432 3.4773 -1.3879 1.4 0.4 0.6 0.1216
H -1.6150 4.6995 -1.7352 -0.3 -1.5 1.3 0.1203
H -2.6629 3.6570 1.1429 1.1 1.1 -1.2 0.1236
H -2.7001 5.3816 0.5203 1.2 -1.5 -0.4 0.1247
H -0.2064 3.6284 1.5463 -0.4 1.6 -0.8 0.1136
H -0.7862 5.2742 2.1907 0.2 -1.0 -1.7 0.1300
N 2.1952 -1.6880 -4.5651 -0.1 -0.1 -0.4 0.3174
H 2.1322 -1.8757 -5.5710 0.0 0.0 0.1 0.1621
H 3.1735 -1.7427 -4.2677 -0.1 0.0 0.0 0.1498
H 1.8302 -0.7493 -4.3678 0.0 -0.1 0.2 0.1383
H 1.6430 -2.3828 -4.0516 0.0 0.2 0.1 0.1561
```
Positions in Å, forces in eV/Å.

Output
frontier orbital gap = 6.9 eV
E_HOMO = -0.40290 Eh
E_tot = -1375.33403 Eh
total charge = +1
E_LUMO = -4.060 eV

Record 5
DFT (the ωB97M-V functional and the def2-TZVPD basis) results for the molecule C15H20N2O3.

```
40
Properties=species:S:1:pos:R:3:forces:R:3:lowdin_charge:R:1
C -5.0901 -2.4986 0.9762 0.1 1.7 -0.9 -0.0696
C -4.9294 -1.6840 -0.3949 -3.7 2.0 -0.8 -0.1647
O -4.2445 -0.3563 -0.2465 -6.6 -3.7 -0.2 -0.0126
C -2.9897 -0.4588 -0.1798 -2.5 -4.4 -1.3 -0.5260
C -2.4722 0.6524 -0.0412 1.7 14.7 4.0 0.0046
C -1.1826 0.9296 0.2414 0.7 -2.1 -0.4 -0.3038
C -0.3586 -0.2174 0.1624 3.0 5.2 -1.7 -0.1606
C -0.8579 -1.3120 -0.3912 -7.9 4.2 1.6 0.0010
C -2.2549 -1.4917 -0.4405 4.5 -6.3 -1.1 0.0053
H -2.5505 -2.5458 -0.5679 -0.4 0.9 -0.2 0.1305
H -0.2268 -1.9664 -0.3977 6.5 -8.2 -1.2 0.0215
C 1.0606 0.1846 -0.0377 4.1 -7.8 1.2 0.1360
N 1.9555 -1.1031 -0.2025 -3.8 8.4 1.4 0.1057
N 3.3093 -0.7428 -0.0131 -3.1 -7.3 -3.0 -0.0333
C 4.1076 0.2262 -0.0242 1.5 5.2 4.4 -0.4307
O 3.6708 1.3553 0.3800 1.9 -1.1 -1.8 -0.0273
C 5.6123 -0.2528 0.1239 -1.4 9.3 -1.0 -0.3282
C 6.0989 -1.4168 0.7337 5.6 3.3 -3.4 -0.0386
C 6.2540 -1.0508 -0.8884 -14.9 -6.5 4.8 0.0157
H 7.0630 -0.8995 -1.1878 12.4 2.2 -4.8 -0.0448
H 5.4295 -1.7361 -1.5346 2.8 2.0 1.5 0.1743
H 6.9515 -1.1979 1.3451 0.5 -0.4 0.1 0.1053
H 5.4471 -1.9677 1.1363 -4.8 -5.1 2.5 0.0231
H 6.1042 0.8582 0.3752 -0.8 -3.1 -0.6 0.2022
H 3.7032 -1.5718 -0.4208 0.9 -0.5 0.3 0.1098
H 1.6018 1.1206 0.2341 -0.7 -0.9 -0.5 0.0986
O -0.5153 2.0131 0.4651 -0.8 5.1 0.7 -0.0194
C -1.2482 3.5479 0.5298 -8.7 -12.1 -1.0 -0.0774
C -1.7874 3.8841 -0.6920 2.8 0.2 -8.5 -0.1246
H -2.1959 4.8263 -0.6106 -1.6 2.1 0.1 0.0482
H -0.8172 4.1895 -1.4725 -2.4 -0.9 2.0 0.1653
H -2.3942 3.1909 -1.4372 1.0 1.1 2.5 0.1383
H -2.1242 3.2813 1.2342 1.3 0.5 -0.6 0.1519
H -0.6300 3.9691 1.0215 8.3 6.0 5.5 0.0148
H -3.2280 1.5728 0.2566 1.7 -2.3 -1.2 0.1964
H -6.0522 -1.1811 -0.6538 2.8 -2.0 0.6 0.1660
H -4.6082 -2.2472 -1.3801 -0.3 1.1 2.3 0.1410
H -4.1431 -2.7480 1.4909 -0.5 -0.4 -0.7 0.0764
H -5.6387 -1.8777 1.6946 0.3 0.4 -0.3 0.0665
H -5.8293 -3.2776 0.8139 0.6 -0.7 -0.2 0.0631
```
Positions in Å, forces in eV/Å.

Output
frontier orbital gap = 7.5 eV
E_HOMO = -0.27260 Eh
E_tot = -918.23820 Eh
total charge = 0
structure (SMILES) = CCOc1ccc(/C=N/NC(=O)C2CC2)c(OCC)c1
E_LUMO = 0.125 eV